# 1
{"formula": "C33H84N4O8", "method": "ωB97M-V/def2-TZVPD", "smiles": "CC1(C)CCCC(C)(C)N1O.COC[C@H](C)N.COC[C@H](C)N.COC[C@H](C)N.CC(C)O.CC(C)O.CC(C)O.CC(C)O", "e_lumo_ev": 0.56, "homo_energy_ha": -0.31381, "e_tot_ha": -2128.4750, "symbols": ["C", "C", "C", "C", "C", "C", "C", "C", "C", "N", "O", "H", "H", "H", "H", "H", "H", "H", "H", "H", "H", "H", "H", "H", "H", "H", "H", "H", "H", "H", "C", "O", "C", "C", "C", "N", "H", "H", "H", "H", "H", "H", "H", "H", "H", "H", "H", "C", "O", "C", "C", "C", "N", "H", "H", "H", "H", "H", "H", "H", "H", "H", "H", "H", "C", "O", "C", "C", "C", "N", "H", "H", "H", "H", "H", "H", "H", "H", "H", "H", "H", "C", "C", "C", "O", "H", "H", "H", "H", "H", "H", "H", "H", "C", "C", "C", "O", "H", "H", "H", "H", "H", "H", "H", "H", "C", "C", "C", "O", "H", "H", "H", "H", "H", "H", "H", "H", "C", "C", "C", "O", "H", "H", "H", "H", "H", "H", "H", "H"], "positions_angstrom": [[12.998, -4.078, 18.942], [11.816, -3.062, 18.902], [12.099, -2.081, 20.102], [11.784, -2.314, 17.621], [10.507, -1.502, 17.348], [9.366, -2.466, 17.347], [9.313, -3.230, 18.643], [8.864, -2.375, 19.883], [8.238, -4.303, 18.423], [10.597, -3.848, 18.980], [10.435, -4.407, 20.292], [13.931, -3.490, 18.869], [12.916, -4.698, 19.860], [13.045, -4.791, 18.078], [11.584, -1.115, 19.879], [11.803, -2.443, 21.085], [13.201, -1.876, 20.065], [12.633, -1.722, 17.374], [11.757, -3.074, 16.849], [10.281, -0.667, 18.022], [10.654, -1.127, 16.302], [9.460, -3.218, 16.551], [8.486, -1.876, 17.088], [9.628, -1.555, 20.079], [8.742, -3.038, 20.775], [7.918, -1.825, 19.619], [7.188, -3.993, 18.270], [8.205, -5.045, 19.255], [8.499, -4.935, 17.540], [10.860, -5.256, 20.161], [9.909, -0.257, 28.040], [9.336, 0.973, 28.425], [8.223, 1.387, 27.619], [7.951, 2.931, 27.962], [9.148, 3.767, 27.627], [7.423, 3.172, 29.260], [10.867, -0.370, 28.550], [10.174, -0.179, 26.952], [9.162, -1.070, 28.213], [8.343, 1.322, 26.553], [7.368, 0.732, 27.930], [7.226, 3.242, 27.218], [9.360, 3.732, 26.576], [10.038, 3.561, 28.148], [8.846, 4.771, 27.889], [8.035, 2.752, 29.921], [6.545, 2.733, 29.386], [14.701, -1.741, 22.433], [15.163, -0.945, 21.349], [15.488, 0.312, 21.803], [16.393, 1.017, 20.746], [15.680, 0.872, 19.427], [17.723, 0.352, 20.776], [15.517, -1.917, 23.182], [14.459, -2.729, 21.971], [13.833, -1.282, 22.862], [14.580, 0.941, 21.915], [16.049, 0.264, 22.741], [16.542, 2.076, 20.977], [14.712, 1.362, 19.366], [15.467, -0.157, 19.192], [16.304, 1.216, 18.624], [18.369, 0.875, 20.194], [17.792, -0.628, 20.452], [6.044, 4.228, 20.430], [6.471, 4.764, 21.695], [7.688, 5.481, 21.423], [7.610, 6.548, 22.552], [8.295, 7.871, 22.227], [8.189, 6.017, 23.779], [5.853, 4.930, 19.608], [5.130, 3.716, 20.617], [6.759, 3.462, 20.111], [8.592, 4.864, 21.469], [7.755, 5.980, 20.401], [6.510, 6.730, 22.636], [9.330, 7.638, 22.534], [7.912, 8.600, 22.982], [8.222, 8.138, 21.196], [7.783, 5.176, 24.052], [7.917, 6.630, 24.578], [7.938, 1.862, 22.391], [8.823, 1.161, 23.428], [9.970, 0.454, 22.704], [9.435, 2.038, 24.393], [7.525, 1.170, 21.728], [8.509, 2.530, 21.808], [7.096, 2.305, 22.919], [8.206, 0.440, 23.992], [10.735, 1.163, 22.342], [9.535, -0.127, 21.889], [10.510, -0.240, 23.425], [10.047, 2.668, 23.978], [13.632, -0.012, 26.086], [13.008, 1.355, 26.341], [13.065, 1.876, 27.764], [13.566, 2.354, 25.451], [13.140, -0.905, 26.472], [14.671, -0.101, 26.299], [13.713, -0.066, 25.034], [11.955, 1.280, 26.031], [12.650, 2.873, 27.803], [14.153, 2.035, 27.971], [12.537, 1.226, 28.444], [14.510, 2.509, 25.659], [12.403, 3.224, 19.057], [11.060, 3.868, 18.595], [9.819, 2.996, 18.912], [10.943, 5.224, 19.055], [12.559, 3.204, 20.147], [13.262, 3.618, 18.560], [12.358, 2.154, 18.759], [11.080, 4.050, 17.513], [8.964, 3.496, 18.487], [9.712, 2.928, 20.037], [9.882, 1.992, 18.469], [11.360, 5.087, 19.929], [11.804, 5.541, 24.531], [11.960, 5.020, 23.068], [13.359, 5.420, 22.585], [11.702, 3.588, 23.002], [10.922, 5.138, 25.018], [11.789, 6.658, 24.726], [12.673, 5.240, 25.095], [11.065, 5.381, 22.624], [14.137, 5.040, 23.249], [13.356, 6.531, 22.417], [13.617, 5.022, 21.561], [12.304, 3.158, 23.652]], "lowdin_charge": [-0.03, -0.52, -0.02, -0.15, -0.18, -0.18, -0.52, -0.03, -0.05, -0.08, -0.04, 0.08, 0.08, 0.09, 0.07, 0.08, 0.07, 0.12, 0.12, 0.10, 0.13, 0.12, 0.13, 0.06, 0.09, 0.10, 0.09, 0.08, 0.09, 0.10, -0.11, -0.22, -0.16, -0.43, -0.06, 0.05, 0.07, 0.09, 0.10, 0.08, 0.13, 0.13, 0.06, 0.05, 0.08, 0.07, 0.06, -0.09, -0.22, -0.25, -0.39, -0.07, 0.03, 0.11, 0.10, 0.07, 0.13, 0.12, 0.14, 0.06, 0.07, 0.07, 0.06, 0.08, -0.11, -0.20, -0.19, -0.45, -0.06, 0.05, 0.09, 0.07, 0.07, 0.10, 0.14, 0.14, 0.07, 0.09, 0.06, 0.04, 0.10, -0.04, -0.45, -0.05, -0.09, 0.06, 0.04, 0.09, 0.14, 0.07, 0.06, 0.10, 0.05, -0.04, -0.47, -0.04, -0.08, 0.09, 0.07, 0.04, 0.13, 0.07, 0.10, 0.07, 0.10, -0.05, -0.46, -0.04, -0.06, 0.07, 0.07, 0.08, 0.13, 0.06, 0.08, 0.07, 0.07, -0.06, -0.45, -0.05, -0.09, 0.05, 0.10, 0.05, 0.10, 0.08, 0.10, 0.07, 0.08]}

***

# 2
{"formula": "C28H63BrIN4O3P2S", "method": "ωB97M-V/def2-TZVPD", "e_lumo_ev": -3.46, "homo_energy_ha": -0.36474, "e_tot_ha": -5501.7899, "charge": 1, "symbols": ["C", "C", "C", "I", "C", "P", "N", "O", "S", "C", "N", "P", "C", "O", "C", "C", "C", "C", "Br", "O", "C", "C", "C", "C", "C", "C", "H", "H", "H", "H", "H", "H", "H", "H", "H", "H", "H", "H", "H", "H", "H", "H", "H", "H", "H", "H", "H", "H", "H", "H", "H", "H", "H", "H", "H", "H", "H", "H", "H", "C", "C", "N", "C", "C", "C", "C", "H", "H", "H", "H", "H", "H", "H", "H", "H", "H", "H", "H", "H", "H", "H", "C", "C", "N", "C", "C", "C", "C", "H", "H", "H", "H", "H", "H", "H", "H", "H", "H", "H", "H", "H", "H", "H"], "positions_angstrom": [[-0.458, 2.174, 4.650], [-1.237, 1.451, 3.543], [-0.342, 1.049, 2.371], [0.711, 2.772, 1.589], [-1.047, 0.250, 1.237], [-2.695, 0.984, 0.664], [-2.643, 0.685, -1.016], [-2.386, 2.581, 0.801], [0.158, 0.169, -0.218], [-0.692, -1.202, -0.773], [-1.377, -1.845, 0.131], [-2.543, -3.144, -0.222], [-1.850, -4.678, 0.472], [-2.237, -3.385, -1.822], [-1.106, -1.284, 1.533], [-1.958, -1.812, 2.685], [-3.364, -1.273, 2.980], [-4.478, -1.681, 2.033], [-4.938, -3.555, 2.256], [0.234, -1.635, 1.787], [0.534, -2.901, 2.370], [2.027, -3.217, 2.175], [2.850, -1.925, 2.263], [2.411, -4.282, 3.245], [3.386, -5.307, 2.641], [3.007, -3.672, 4.514], [0.487, 1.658, 4.838], [-0.246, 3.209, 4.396], [-1.018, 2.134, 5.583], [-2.071, 2.078, 3.232], [-1.591, 0.527, 4.000], [0.465, 0.442, 2.776], [-2.083, 1.365, -1.525], [-3.585, 0.661, -1.386], [-2.613, 3.037, -0.015], [-0.683, -1.447, -1.827], [-2.001, -4.711, 1.550], [-0.796, -4.839, 0.235], [-2.438, -5.487, 0.034], [-2.594, -4.262, -1.995], [-1.356, -1.691, 3.583], [-2.076, -2.890, 2.549], [-3.382, -0.190, 3.062], [-3.637, -1.677, 3.957], [-4.279, -1.480, 0.985], [-5.382, -1.135, 2.295], [-0.041, -3.698, 1.894], [0.326, -2.902, 3.443], [2.164, -3.631, 1.173], [2.521, -1.319, 3.108], [3.906, -2.150, 2.406], [2.773, -1.346, 1.343], [1.476, -4.768, 3.542], [4.052, -5.691, 3.414], [2.840, -6.142, 2.203], [4.006, -4.841, 1.875], [3.986, -3.230, 4.334], [2.349, -2.932, 4.976], [3.137, -4.467, 5.250], [-1.189, 4.699, -1.695], [-0.826, 6.166, -1.854], [-1.843, 7.051, -1.324], [-1.661, 8.440, -1.715], [-0.410, 9.173, -1.217], [-2.209, 6.822, 0.064], [-1.102, 6.884, 1.124], [-2.170, 4.494, -2.136], [-0.450, 4.073, -2.202], [-1.201, 4.401, -0.645], [-0.717, 6.383, -2.919], [0.164, 6.332, -1.402], [-2.548, 8.998, -1.407], [-1.664, 8.470, -2.809], [-0.474, 9.422, -0.159], [-0.298, 10.112, -1.761], [0.499, 8.592, -1.380], [-2.684, 5.837, 0.130], [-3.001, 7.528, 0.323], [-0.207, 6.341, 0.815], [-1.456, 6.426, 2.050], [-0.815, 7.907, 1.361], [2.715, -2.106, -6.889], [2.007, -2.838, -5.759], [2.907, -3.258, -4.699], [2.304, -4.194, -3.772], [1.134, -3.699, -2.904], [3.709, -2.202, -4.106], [2.947, -1.026, -3.486], [3.539, -2.704, -7.279], [2.014, -1.920, -7.702], [3.109, -1.140, -6.572], [1.544, -3.739, -6.170], [1.181, -2.206, -5.392], [3.084, -4.591, -3.117], [1.956, -5.050, -4.358], [1.472, -3.048, -2.095], [0.637, -4.555, -2.441], [0.381, -3.167, -3.489], [4.385, -1.813, -4.871], [4.367, -2.648, -3.356], [2.135, -0.678, -4.125], [3.619, -0.180, -3.328], [2.532, -1.288, -2.511]], "lowdin_charge": [-0.13, -0.31, -0.70, 0.99, -0.63, 0.90, -0.16, -0.34, 0.97, -0.40, -0.15, 0.93, -0.25, -0.27, -0.46, -0.12, -0.30, -0.64, 0.67, -0.16, -0.15, -0.30, -0.05, -0.39, -0.06, -0.08, 0.08, 0.04, 0.08, 0.10, 0.10, 0.07, 0.05, 0.05, 0.03, 0.10, 0.02, 0.05, 0.06, 0.06, 0.13, 0.08, 0.07, 0.11, -0.01, 0.06, 0.10, 0.13, 0.13, 0.08, 0.09, 0.08, 0.13, 0.08, 0.08, 0.08, 0.08, 0.08, 0.08, -0.10, -0.27, -0.20, -0.24, -0.08, -0.24, -0.08, 0.08, 0.08, 0.01, 0.12, 0.11, 0.11, 0.11, 0.06, 0.07, 0.07, 0.09, 0.12, 0.06, 0.07, 0.06, -0.09, -0.28, -0.20, -0.24, -0.10, -0.24, -0.08, 0.08, 0.08, 0.07, 0.12, 0.10, 0.11, 0.11, 0.04, 0.06, 0.06, 0.10, 0.12, 0.07, 0.08, 0.04]}

***

# 3
{"formula": "C21H28N2O3S", "method": "ωB97M-V/def2-TZVPD", "smiles": "Cc1ccc(CS(=O)(=O)CCC(=O)NCCN(C)Cc2ccccc2)cc1", "e_lumo_ev": 0.60, "homo_energy_ha": -0.30527, "relative_energy_kcal_mol": 36.6, "e_tot_ha": -1550.4452, "symbols": ["C", "C", "C", "C", "C", "C", "S", "O", "O", "C", "C", "C", "O", "N", "C", "C", "N", "C", "C", "C", "C", "C", "C", "C", "C", "C", "C", "H", "H", "H", "H", "H", "H", "H", "H", "H", "H", "H", "H", "H", "H", "H", "H", "H", "H", "H", "H", "H", "H", "H", "H", "H", "H", "H", "H"], "positions_angstrom": [[-5.169, -1.697, 0.835], [-3.760, -1.768, 0.331], [-2.811, -0.853, 0.773], [-1.510, -0.902, 0.314], [-1.121, -1.874, -0.601], [0.288, -1.929, -1.076], [1.339, -2.422, 0.338], [0.951, -3.743, 0.754], [1.317, -1.390, 1.344], [3.070, -2.533, -0.292], [3.848, -1.334, 0.207], [3.354, -0.064, -0.474], [2.673, -0.085, -1.483], [3.768, 1.077, 0.106], [3.507, 2.382, -0.456], [2.592, 3.284, 0.403], [1.224, 2.873, 0.600], [1.029, 1.868, 1.628], [0.520, 2.560, -0.631], [-0.976, 2.626, -0.467], [-1.556, 3.526, 0.418], [-2.931, 3.588, 0.555], [-3.744, 2.759, -0.199], [-3.175, 1.870, -1.094], [-1.799, 1.804, -1.226], [-2.060, -2.804, -1.029], [-3.365, -2.745, -0.572], [-5.822, -2.355, 0.267], [-5.547, -0.678, 0.766], [-5.208, -1.995, 1.883], [-3.098, -0.088, 1.480], [-0.785, -0.192, 0.673], [0.677, -0.969, -1.402], [0.441, -2.692, -1.834], [3.462, -3.473, 0.082], [3.011, -2.545, -1.377], [3.715, -1.244, 1.286], [4.914, -1.449, -0.011], [4.261, 1.037, 0.984], [3.056, 2.212, -1.435], [4.462, 2.903, -0.595], [2.574, 4.263, -0.092], [3.045, 3.417, 1.389], [1.352, 0.861, 1.342], [-0.033, 1.828, 1.870], [1.567, 2.170, 2.526], [0.793, 1.567, -1.025], [0.813, 3.309, -1.377], [-0.915, 4.170, 1.002], [-3.371, 4.286, 1.253], [-4.818, 2.807, -0.091], [-3.801, 1.219, -1.686], [-1.361, 1.104, -1.922], [-1.772, -3.575, -1.729], [-4.084, -3.471, -0.923]], "lowdin_charge": [-0.05, -0.28, -0.03, -0.04, -0.27, -0.17, 0.70, -0.31, -0.32, -0.20, -0.14, -0.50, 0.04, 0.08, -0.15, -0.19, -0.22, -0.07, -0.15, -0.22, -0.05, -0.08, -0.10, -0.09, -0.06, -0.03, -0.04, 0.07, 0.08, 0.08, 0.12, 0.09, 0.08, 0.11, 0.10, 0.10, 0.12, 0.13, 0.15, 0.11, 0.12, 0.12, 0.11, 0.06, 0.08, 0.09, 0.11, 0.14, 0.11, 0.10, 0.10, 0.11, 0.11, 0.11, 0.11]}

***

Number 1: M 665.055 g mol⁻¹. Number 2: M 804.660 g mol⁻¹. Number 3: M 388.533 g mol⁻¹.